Entry one
The following is a DFT calculation (wB97M-V/def2-TZVPD) of a cluster of 2 separate species, C9H17N3O in total.

The calculation puts the lowest unoccupied orbital energy at 0.641 eV. As for the multiplicity: 1. The gap between HOMO and LUMO is 9.318 eV.

Last column: natural (NBO) charge in e.
Geometry (Å):
C: 1.5376 -0.2064 -0.1892  -0.65
C: 2.4682 0.9720 -0.3419  -0.25
N: 2.8179 1.8335 0.8080  -0.43
C: 4.1098 1.5386 1.3385  -0.42
C: 1.8308 2.3060 1.6409  0.67
C: 0.3800 2.7067 1.3623  -0.72
O: 2.1203 2.6674 2.7840  -0.64
H: 0.3192 -0.2701 -0.4940  0.22
H: 1.5370 -0.6349 0.9117  0.22
H: 1.9925 -0.9893 -0.8423  0.22
H: 3.3679 0.4932 -0.7976  0.22
H: 1.8878 1.6923 -0.9630  0.21
H: 4.4013 0.5380 1.6368  0.19
H: 4.6497 1.8274 0.4793  0.20
H: 4.2071 2.0842 2.2414  0.25
H: -0.2827 1.8289 1.4392  0.23
H: 0.2561 3.3380 2.2452  0.26
H: 0.1487 3.3928 0.5112  0.22
C: -1.3743 -3.1447 -0.1481  -0.63
C: -2.5213 -2.6046 -0.8868  0.09
C: -3.5695 -1.8329 -0.4881  -0.12
N: -3.9680 -1.1378 -1.6452  -0.54
C: -2.9889 -1.3733 -2.6242  0.17
N: -2.3077 -2.4530 -2.2452  -0.46
H: -1.1384 -4.1449 -0.5501  0.23
H: -1.6901 -3.2498 0.9106  0.21
H: -0.5498 -2.4691 -0.0242  0.22
H: -4.3588 -1.7501 0.2551  0.22
H: -4.5399 -0.3497 -1.7471  0.40
H: -2.8577 -0.8017 -3.5510  0.21

***

Entry two
The following is a DFT calculation (wB97M-V/def2-TZVPD) of the molecule C9H17N3O.

The calculation puts the lowest unoccupied orbital energy at 0.771 eV. As for the multiplicity: 1. The gap between HOMO and LUMO is 9.923 eV.

Last column: natural (NBO) charge in e.
Geometry (Å):
O: -2.4688 -0.7898 2.8194  -0.63
C: -1.5440 -0.6893 2.0399  0.78
N: -1.0301 -1.7755 1.3518  -0.68
C: 0.3875 -1.7028 1.0803  -0.05
N: 0.8674 -0.5800 0.3712  -0.45
C: 0.6298 -0.5871 -1.0940  -0.04
C: 1.9016 -0.1831 -1.8646  -0.41
C: 2.0243 1.3866 -1.8723  -0.40
C: 0.7256 1.9628 -2.3126  -0.42
C: -0.5248 1.6487 -1.5133  -0.38
C: -0.6849 0.0826 -1.5386  -0.44
C: 0.3846 0.4991 1.2274  -0.06
N: -0.9117 0.4882 1.6535  -0.66
H: -1.4345 -2.6457 1.6806  0.41
H: 0.8318 -1.6468 2.0917  0.17
H: 0.6963 -2.6256 0.5564  0.20
H: 0.5157 -1.7036 -1.2616  0.20
H: 2.8266 -0.6617 -1.4025  0.22
H: 1.7829 -0.6934 -2.8544  0.21
H: 2.2430 1.7145 -0.8328  0.20
H: 2.7364 1.8023 -2.5869  0.22
H: 0.7371 3.0307 -2.3055  0.21
H: 0.4915 1.5978 -3.2730  0.20
H: -0.4618 1.9286 -0.4015  0.19
H: -1.5830 2.0507 -1.8593  0.22
H: -0.8384 -0.1318 -2.6102  0.20
H: -1.5448 -0.3748 -1.0249  0.23
H: 0.4595 1.3926 0.6086  0.19
H: 1.0986 0.6143 2.0790  0.17
H: -1.0842 1.2363 2.2924  0.40

***

Quick one: most stable of them? entry two

***

Entry one
The following is a DFT calculation (wB97M-V/def2-TZVPD) of the molecule C4H4ClF.

The calculation puts the lowest unoccupied orbital energy at 1.005 eV. As for the multiplicity: 1. The gap between HOMO and LUMO is 10.790 eV.

Last column: natural (NBO) charge in e.
Geometry (Å):
F: -1.2995 2.0102 0.0345  -0.30
C: -0.4653 0.9767 0.0946  0.39
C: 0.6837 0.7922 -0.5402  -0.26
C: 0.7937 -0.6228 -0.1917  -0.40
C: -0.5989 -0.4634 0.5332  -0.23
Cl: -2.0417 -1.2952 -0.1652  -0.04
H: 1.2755 1.4198 -1.0177  0.20
H: 0.6391 -1.2366 -0.9880  0.21
H: 1.4686 -1.0487 0.5656  0.21
H: -0.4552 -0.5324 1.6749  0.23

***

Entry two
The following is a DFT calculation (wB97M-V/def2-TZVPD) of the molecule C4H4ClF.

The calculation puts the lowest unoccupied orbital energy at 0.957 eV. As for the multiplicity: 1. The gap between HOMO and LUMO is 11.317 eV.

Last column: natural (NBO) charge in e.
Geometry (Å):
C: 1.1232 2.3987 -0.2084  -0.22
C: 0.1952 1.7769 0.1318  -0.01
C: -0.8091 0.8371 0.5674  -0.51
C: -0.2023 -0.6906 0.6438  0.21
F: -1.3577 -1.4575 0.6704  -0.34
Cl: 0.6350 -0.9770 -0.8872  -0.04
H: 1.9291 2.9024 -0.6393  0.23
H: -1.6317 0.6976 -0.1430  0.25
H: -1.2161 0.9927 1.5677  0.24
H: 0.5007 -0.7997 1.4561  0.19

***

Quick one: most stable of them? entry one

***

Entry one
The following is a DFT calculation (wB97M-V/def2-TZVPD) of a cluster of 6 separate species, H12O6 in total.

The calculation puts the lowest unoccupied orbital energy at -0.095 eV. As for the multiplicity: 1. The gap between HOMO and LUMO is 10.368 eV.

Last column: natural (NBO) charge in e.
Geometry (Å):
O: 7.1285 -10.4314 11.5969  -0.97
H: 7.3988 -11.3407 11.7249  0.48
H: 6.7562 -10.4135 10.7153  0.50
O: 9.0828 -8.3669 12.9021  -0.95
H: 8.3919 -8.9122 12.5260  0.48
H: 9.5268 -8.9395 13.5276  0.47
O: 6.3553 -10.2657 8.6914  -0.97
H: 7.2108 -10.1030 8.2940  0.48
H: 5.7749 -10.4368 7.9497  0.49
O: 5.5778 -9.3644 13.5975  -0.95
H: 5.3841 -10.2687 13.8444  0.45
H: 6.1888 -9.4414 12.8647  0.49
O: 5.2585 -7.3889 9.5590  -0.94
H: 5.4486 -8.3264 9.5955  0.47
H: 5.9731 -7.0192 9.0405  0.46
O: 8.6122 -11.1620 14.1240  -0.94
H: 9.1557 -11.7404 13.5891  0.46
H: 7.9635 -11.7425 14.5221  0.47

***

Entry two
The following is a DFT calculation (wB97M-V/def2-TZVPD) of a cluster of 6 separate species, H12O6 in total.

The calculation puts the lowest unoccupied orbital energy at 0.299 eV. As for the multiplicity: 1. The gap between HOMO and LUMO is 11.464 eV.

Last column: natural (NBO) charge in e.
Geometry (Å):
O: 0.4517 -0.3816 -0.3956  -0.93
H: 1.2153 -0.0304 -0.7490  0.46
H: 0.8300 -0.9241 0.3513  0.46
O: 0.3144 -3.5557 0.1213  -0.94
H: 0.9040 -4.1145 0.6416  0.47
H: -0.3033 -4.1951 -0.1966  0.47
O: 5.1763 0.3457 -0.4656  -0.95
H: 5.5096 1.1913 -0.4617  0.47
H: 5.4912 -0.1470 -1.2678  0.48
O: -0.5469 4.2768 0.1550  -0.94
H: -0.9679 4.1165 -0.7062  0.48
H: 0.0412 3.5850 0.3402  0.47
O: -4.1980 -0.2189 -1.4612  -0.92
H: -3.6693 -0.6956 -0.8398  0.46
H: -4.1335 -0.9692 -2.1496  0.45
O: -1.5620 -0.1705 2.1514  -0.94
H: -1.1253 0.6020 2.4467  0.47
H: -0.8758 -0.7845 1.7491  0.47

***

Quick one: most stable of them? entry one

***

Entry one
The following is a DFT calculation (wB97M-V/def2-TZVPD) of a cluster of 6 separate species, H12O6 in total.

The calculation puts the lowest unoccupied orbital energy at 0.484 eV. As for the multiplicity: 1. The gap between HOMO and LUMO is 11.724 eV.

Last column: natural (NBO) charge in e.
Geometry (Å):
O: 0.5228 -1.1457 1.2017  -0.95
H: 1.2659 -0.7742 0.8033  0.50
H: 0.6580 -2.0306 1.1238  0.48
O: -0.3133 -0.8875 -1.3106  -0.99
H: -0.0766 -1.1725 -0.4058  0.47
H: -1.2693 -0.7681 -1.2831  0.50
O: 0.7678 1.5840 -0.5139  -1.00
H: 0.3054 0.7681 -0.9316  0.51
H: 0.6839 2.2196 -1.1747  0.48
O: -1.2135 0.9582 1.3475  -0.98
H: -0.8189 0.0974 1.5414  0.49
H: -0.5350 1.4518 0.9395  0.49
O: 2.7009 -0.2243 -0.2709  -0.99
H: 2.1500 0.5533 -0.5567  0.50
H: 3.4515 0.1326 0.1556  0.47
O: -2.8437 -0.1569 -0.6012  -0.98
H: -2.4041 0.3985 0.0788  0.51
H: -3.0317 -1.0038 -0.1429  0.47

***

Entry two
The following is a DFT calculation (wB97M-V/def2-TZVPD) of a cluster of 6 separate species, H12O6 in total.

The calculation puts the lowest unoccupied orbital energy at 0.390 eV. As for the multiplicity: 1. The gap between HOMO and LUMO is 10.898 eV.

Last column: natural (NBO) charge in e.
Geometry (Å):
O: 0.5079 2.7017 -1.0626  -0.95
H: 1.3787 3.0551 -1.2433  0.48
H: 0.7066 1.8386 -1.2811  0.48
O: 2.8325 -0.1921 -0.3339  -0.96
H: 2.2861 0.1610 0.4124  0.46
H: 2.1176 -0.8491 -0.5601  0.49
O: 0.2137 -0.6405 1.5893  -0.99
H: -0.3448 -1.4340 1.3895  0.52
H: 0.6365 -0.8044 2.4699  0.49
O: -1.3558 0.9823 0.2958  -0.96
H: -0.9150 0.6054 1.0925  0.51
H: -0.9331 1.8181 0.1092  0.50
O: -2.2341 -1.8475 0.5268  -0.97
H: -1.8502 -1.4076 -0.2299  0.49
H: -2.8165 -2.5292 0.3073  0.48
O: 0.2309 -0.5840 -1.0219  -1.05
H: -0.4992 0.0089 -0.5648  0.50
H: 0.0384 -0.8827 -1.8948  0.47

***

Entry three
The following is a DFT calculation (wB97M-V/def2-TZVPD) of a cluster of 6 separate species, H12O6 in total.

The calculation puts the lowest unoccupied orbital energy at 0.429 eV. As for the multiplicity: 1. The gap between HOMO and LUMO is 11.930 eV.

Last column: natural (NBO) charge in e.
Geometry (Å):
O: 0.3752 -1.0935 -5.9253  -0.93
H: 1.1864 -1.6010 -5.9004  0.47
H: 0.6246 -0.2264 -5.6056  0.47
O: 4.2285 -2.9261 -1.2691  -0.94
H: 4.4897 -3.0541 -2.1811  0.46
H: 3.4214 -2.4140 -1.3203  0.47
O: -0.6392 4.4460 -1.9337  -0.94
H: -0.0068 4.9788 -1.4515  0.47
H: -1.2622 5.0783 -2.2918  0.47
O: 0.4200 -0.7952 7.0136  -0.93
H: 1.1001 -1.3246 7.4300  0.47
H: 0.3270 -1.1698 6.1376  0.47
O: -4.7978 -0.1648 2.0920  -0.93
H: -5.7223 -0.3596 2.2458  0.47
H: -4.3465 -0.5245 2.8556  0.47
O: 0.3674 0.0304 0.0413  -0.94
H: 0.3189 0.6418 -0.6936  0.47
H: -0.0844 0.4785 0.7564  0.47

***

Entry four
The following is a DFT calculation (wB97M-V/def2-TZVPD) of a cluster of 6 separate species, H12O6 in total.

The calculation puts the lowest unoccupied orbital energy at 0.315 eV. As for the multiplicity: 1. The gap between HOMO and LUMO is 10.902 eV.

Last column: natural (NBO) charge in e.
Geometry (Å):
O: 0.9553 0.0337 -0.9383  -0.96
H: 0.2554 0.0666 -1.6169  0.48
H: 0.9928 -0.8392 -0.6202  0.48
O: -2.0514 -0.3854 -0.5323  -0.99
H: -1.3893 -0.6006 0.1018  0.47
H: -1.7933 0.4197 -1.0203  0.49
O: -0.3959 -2.4937 0.7679  -0.98
H: -1.3156 -2.4262 1.1576  0.50
H: 0.1454 -3.1474 1.2161  0.48
O: 2.2103 -0.8779 2.6868  -0.95
H: 3.0308 -1.2540 2.3913  0.47
H: 1.4607 -1.2062 2.2787  0.47
O: 0.9351 2.5905 0.4354  -0.95
H: 1.7483 2.7516 0.8350  0.46
H: 1.1258 1.9277 -0.2379  0.49
O: -1.6650 1.7304 -2.0686  -0.93
H: -1.8946 1.3371 -2.8904  0.48
H: -2.3547 2.3734 -1.9456  0.49

***

Quick one: most stable of them? entry one